24
Properties=species:S:1:pos:R:3:lowdin_spin:R:1 method="wB97M-V/def2-TZVPD" s2=2.034 gap_ha="0.226 / 0.230" spin_multiplicity=3
C -2.785 -0.807 -0.747 0.092
C -3.463 1.135 0.427 0.429
C -3.822 -0.084 -0.215 0.433
C -1.364 0.726 -0.009 0.341
C 1.559 -0.858 1.463 0.001
C 0.085 1.085 0.364 0.044
C 1.112 -0.095 0.202 0.008
N -1.539 -0.368 -0.707 0.337
N -2.236 1.472 0.651 0.043
N 3.428 -1.067 -0.894 0.000
O 1.842 0.565 -2.149 0.001
O 3.295 1.391 -0.317 0.001
F 0.101 1.797 1.580 0.010
S 2.476 0.353 -0.862 0.000
Br -5.593 -0.369 -0.383 0.216
H -2.803 -1.695 -1.322 -0.004
H -4.142 1.822 0.772 0.027
H 2.170 -0.113 2.075 0.000
H 0.809 -1.438 1.935 0.000
H 2.262 -1.713 1.201 0.000
H 0.292 1.911 -0.411 0.024
H 0.676 -0.833 -0.395 0.000
H 3.219 -1.818 -1.553 0.000
H 4.420 -0.999 -0.706 0.000